# C11H15IrNP

A molecular structure, C11H15IrNP in a non-equilibrium geometry (ωB97M-V with the def2-TZVPD basis set, the OMol25 dataset).

Results
- total charge = +1
- multiplicity = 6
- molar mass (g/mol) = 384.439
- energy relative to the best compared isomer or geometry (same formula, charge and spin) (kJ/mol) = 240.4
- ⟨S²⟩ = 8.80
- HOMO energy (spin up / spin down) (eV) = -8.0 / -10.1
- frontier orbital gap (spin up / spin down) (eV) = 3.81 / 1.43
- DFT total energy (hartree) = -927.9347

Positions of all 29 atoms, in Å:
C1 3.96090 0.68202 -0.85757
C2 4.55461 -0.41197 -0.14984
C3 3.63376 -0.64523 0.88270
C4 3.18771 0.66498 1.31020
C5 3.07453 1.40670 0.12858
Ir1 1.40557 1.13656 -3.33807
P1 -0.49591 0.65894 -4.23326
H1 4.02986 0.89892 -1.91058
H2 5.32806 -1.08585 -0.51357
H3 3.52206 -1.57528 1.43824
H4 2.47037 2.30174 -0.06924
H5 2.89459 0.90167 2.31521
H6 -1.13078 -0.42578 -3.51377
H7 -0.42886 0.19007 -5.60996
H8 -1.47902 1.71533 -4.28766
N1 -0.33350 -0.15460 0.57865
C6 -1.59717 -0.34183 1.02067
C7 -2.13109 0.48058 2.05650
C8 -3.44099 0.28700 2.48930
C9 -4.24163 -0.71754 1.93178
C10 -3.71786 -1.55475 0.92097
C11 -2.40825 -1.36567 0.47437
H9 0.24856 0.60943 0.92640
H10 0.02586 -0.63986 -0.22372
H11 -1.50018 1.26086 2.49108
H12 -3.84265 0.93220 3.27863
H13 -5.26359 -0.85989 2.27426
H14 -4.32923 -2.33984 0.49879
H15 -1.99575 -2.00887 -0.30909



# C11H15KN2O7S

A molecular structure, C11H15KN2O7S in a non-equilibrium geometry (ωB97M-V with the def2-TZVPD basis set, the OMol25 dataset).

Results
- total charge = +1
- multiplicity = 2
- molar mass (g/mol) = 358.413
- ⟨S²⟩ = 0.76
- HOMO energy (spin up / spin down) (eV) = -9.0 / -9.0
- frontier orbital gap (spin up / spin down) (eV) = 5.70 / 2.01
- DFT total energy (hartree) = -2062.1480

Positions of all 37 atoms, in Å:
K1 -3.51716 2.23722 -2.47173
O1 -0.15523 0.69521 0.64830
C1 -0.55497 1.36170 -0.38294
O2 0.28917 1.91289 -1.10734
O3 -1.71370 1.26685 -0.73240
H1 0.77783 0.90931 0.57650
C2 -2.70347 -3.70660 -1.18811
C3 -2.22132 -2.33639 -1.70946
O4 -0.81640 -2.44156 -1.66117
S1 -0.23043 -3.49127 -0.54093
O5 0.24631 -2.71450 0.57793
O6 0.66723 -4.48195 -1.22987
O7 -1.69976 -4.18344 -0.25817
H2 -2.79926 -4.43632 -1.99212
H3 -3.72154 -3.68533 -0.79931
H4 -2.51851 -1.39428 -1.24881
H5 -2.47312 -2.14325 -2.75224
N1 4.53484 3.36117 -3.10131
C4 4.59609 4.55613 -2.51924
C5 3.68569 4.65304 -1.48884
C6 3.13734 3.39398 -1.37116
C7 3.61592 2.59724 -2.41215
H6 5.12635 2.99883 -3.83544
H7 5.33693 5.26329 -2.86202
H8 3.56005 5.47031 -0.79409
H9 2.43986 3.08555 -0.60645
H10 3.25528 1.62005 -2.69750
N2 -1.39847 -0.53531 2.75949
C8 -1.05328 0.00228 4.00275
C9 -1.44900 -0.94716 4.98745
C10 -2.15790 -2.02842 4.32811
C11 -2.14880 -1.68193 2.99284
H11 -1.12229 -0.23791 1.83463
H12 -0.28231 0.75813 4.02893
H13 -1.36714 -0.81039 6.05562
H14 -2.64238 -2.80097 4.90677
H15 -2.52235 -2.08620 2.06363



# C11H15LiO3S

A molecular structure, C11H15LiO3S (ωB97M-V with the def2-TZVPD basis set, the OMol25 dataset).

Results
- molar mass (g/mol) = 234.246
- energy relative to the best compared isomer or geometry (same formula, charge and spin) (kJ/mol) = 0.0
- HOMO energy (eV) = -7.4
- frontier orbital gap (eV) = 7.73
- DFT total energy (hartree) = -1059.6558

Positions of all 31 atoms, in Å:
Li1 -0.03657 -0.28061 -0.17408
C1 -4.75346 4.39607 -0.17097
O1 -3.48694 5.02133 -0.13590
C2 -2.39817 4.21959 -0.15388
C3 -1.15712 4.89689 -0.11324
C4 -0.00780 4.16791 -0.10377
C5 0.00183 2.75345 -0.16118
C6 1.24091 2.03495 -0.09738
C7 2.51839 2.78062 0.23428
O2 1.34738 0.80807 -0.29470
C8 -1.26032 2.05871 -0.23494
O3 -1.36557 0.78867 -0.30366
C9 -2.44514 2.85133 -0.20206
H1 -5.48496 5.19971 -0.16878
H2 -4.90802 3.76024 0.70502
H3 -4.88041 3.79232 -1.07298
H4 -1.15257 5.97794 -0.08908
H5 0.93867 4.69301 -0.07232
H6 2.38940 3.41956 1.10697
H7 2.83428 3.40496 -0.60376
H8 3.29658 2.04617 0.42792
H9 -3.37992 2.30822 -0.23142
C10 1.39242 -0.13708 3.74693
S1 0.03473 0.03319 2.56224
C11 -1.37827 0.01101 3.68932
H10 1.28582 -1.05500 4.32197
H11 1.41426 0.72746 4.40764
H12 2.30840 -0.17300 3.16104
H13 -1.33022 0.86950 4.35634
H14 -1.39742 -0.91624 4.25898
H15 -2.26620 0.08294 3.06513



# C11H15MnNP

A molecular structure, C11H15MnNP in a non-equilibrium geometry (ωB97M-V with the def2-TZVPD basis set, the OMol25 dataset).

Results
- total charge = +1
- multiplicity = 4
- molar mass (g/mol) = 247.160
- ⟨S²⟩ = 3.86
- HOMO energy (spin up / spin down) (eV) = -11.1 / -11.6
- frontier orbital gap (spin up / spin down) (eV) = 7.60 / 8.06
- DFT total energy (hartree) = -1974.8715

Positions of all 29 atoms, in Å:
C1 0.32352 0.91008 -1.88361
C2 1.20113 1.86611 -1.10500
C3 0.53746 2.80880 -0.26017
C4 -0.80855 2.44802 -0.15200
C5 -1.23903 1.28210 -0.88588
Mn1 0.16416 0.34250 0.07124
P1 1.78836 -1.24518 0.41668
H1 0.52170 0.24618 -2.72917
H2 2.34726 1.85995 -1.16434
H3 1.05460 3.67445 0.27710
H4 -2.25797 0.88966 -0.92820
H5 -1.46638 3.02205 0.53172
H6 1.74560 -1.85497 1.77972
H7 3.27634 -1.33174 0.31114
H8 1.61749 -2.50641 -0.29278
C6 -4.04931 -3.42617 3.09795
C7 -3.11980 -2.50131 2.35465
C8 -2.73257 -2.94097 1.08602
C9 -1.79998 -2.14693 0.38159
N1 -1.37992 -0.95807 0.89393
C10 -1.78221 -0.51879 2.13476
C11 -2.66528 -1.29953 2.88124
H9 -4.83593 -3.83802 2.42278
H10 -3.48846 -4.27941 3.54541
H11 -4.55599 -2.87851 3.91692
H12 -3.17877 -3.86789 0.67782
H13 -1.35173 -2.41718 -0.55750
H14 -1.31505 0.40632 2.48091
H15 -3.02312 -0.97971 3.88185



# C11H15N

2 unconnected molecules or ions with the total composition C11H15N in a non-equilibrium geometry (ωB97M-V with the def2-TZVPD basis set, the OMol25 dataset).

Results
- total charge = -1
- multiplicity = 2
- molar mass (g/mol) = 161.248
- energy relative to the best compared isomer or geometry (same formula, charge and spin) (kJ/mol) = 10.7
- ⟨S²⟩ = 0.77
- HOMO energy (spin up / spin down) (eV) = 0.6 / -2.9
- frontier orbital gap (spin up / spin down) (eV) = 3.21 / 6.59
- DFT total energy (hartree) = -482.8660

Positions of all 27 atoms, in Å:
C1 0.20156 -0.48312 3.05299
C2 -0.50490 -0.50376 0.58760
C3 -0.28525 0.20647 1.81509
C4 -0.86584 0.43641 -0.37561
C5 -0.51065 1.53073 1.55986
C6 -0.47202 -1.89754 0.26741
C7 -0.75777 -2.27010 -1.07414
C8 -1.12370 -1.32507 -2.00917
C9 -1.21514 0.06602 -1.69860
N1 -0.81979 1.67338 0.20930
H1 -0.32940 -2.64103 1.03789
H2 -0.78740 -3.32792 -1.34293
H3 -1.27789 -1.64428 -3.03951
H4 0.69156 0.24515 3.71301
H5 0.96603 -1.19926 2.76886
H6 -0.44319 2.37538 2.23542
H7 -1.01985 2.55219 -0.22642
H8 -1.66659 0.72593 -2.42197
H9 -0.60262 -0.96093 3.61745
C10 2.21976 1.28493 -1.85413
C11 2.61405 0.72296 -0.47803
H10 3.03537 1.82700 -2.32399
H11 1.69960 0.53020 -2.43423
H12 1.41952 1.99842 -1.68071
H13 2.32435 1.43198 0.29126
H14 3.66157 0.42493 -0.47701
H15 2.07118 -0.21196 -0.30735



# C11H15N

2 unconnected molecules or ions with the total composition C11H15N in a non-equilibrium geometry (ωB97M-V with the def2-TZVPD basis set, the OMol25 dataset).

Results
- total charge = -1
- multiplicity = 2
- molar mass (g/mol) = 161.248
- energy relative to the best compared isomer or geometry (same formula, charge and spin) (kJ/mol) = 48.2
- ⟨S²⟩ = 0.77
- HOMO energy (spin up / spin down) (eV) = 0.6 / -2.7
- frontier orbital gap (spin up / spin down) (eV) = 3.04 / 6.31
- DFT total energy (hartree) = -482.8517

Positions of all 27 atoms, in Å:
C1 3.42037 0.01259 -1.14868
C2 0.56202 -0.89122 1.06700
C3 1.46848 0.03906 0.47507
C4 2.29747 -0.68937 -0.42098
C5 1.98877 -2.02622 -0.30682
C6 -0.56532 0.85190 2.32253
C7 -0.42603 -0.55068 1.96151
C8 0.41261 1.72347 1.88965
C9 1.43614 1.37652 0.99504
N1 0.90281 -2.14070 0.56951
H1 -1.36184 1.08759 3.01721
H2 -1.16476 -1.22341 2.39187
H3 0.42384 2.75871 2.20964
H4 2.31973 2.00924 0.92635
H5 0.44072 -2.96174 0.90982
H6 2.44178 -2.91291 -0.72522
H7 2.96110 0.47956 -2.01473
H8 4.27376 -0.63249 -1.34864
H9 3.75499 0.83851 -0.52254
C10 -3.84462 0.46405 -1.89818
C11 -2.46594 0.26819 -1.18510
H10 -4.58061 -0.22240 -1.45640
H11 -4.32428 1.41516 -1.65182
H12 -3.82761 0.21038 -2.95497
H13 -2.04285 1.26217 -1.05173
H14 -1.86771 -0.36285 -1.83665
H15 -2.63303 -0.18312 -0.21274